Record 1
The following is a DFT calculation (wB97M-V/def2-TZVPD) of a 3-piece molecular cluster, C21H21BBrF3N5O9S overall.

Last column: natural (NBO) charge in e.
Cartesian coordinates (Å):
C (-2.379, 1.530, 3.263)  -1.045
B (-2.292, 0.053, 3.733)  1.033
O (-2.054, -0.258, 5.029)  -0.865
C (-2.396, -1.080, 2.529)  0.113
O (-1.278, -0.705, 1.651)  -0.495
C (-0.160, -0.416, 2.268)  0.490
N (0.822, -0.164, 2.809)  -0.302
C (-3.578, -1.125, 1.540)  -0.501
S (-5.260, -1.467, 2.153)  2.079
O (-6.158, -0.759, 1.301)  -0.857
O (-5.350, -2.884, 2.367)  -0.913
C (-5.461, -0.761, 3.855)  0.756
F (-5.253, 0.533, 3.873)  -0.286
F (-4.585, -1.351, 4.673)  -0.327
F (-6.661, -1.042, 4.243)  -0.262
C (-3.256, -2.414, 0.707)  -0.137
N (-2.335, -2.149, -0.393)  -0.780
C (-2.655, -3.261, 1.780)  0.344
N (-2.186, -2.565, 2.765)  -0.312
C (-1.459, -3.175, 3.883)  -0.342
C (0.035, -3.397, 3.581)  0.488
O (0.903, -2.991, 4.263)  -0.404
Br (0.375, -4.447, 1.998)  0.026
H (-1.453, 2.066, 3.504)  0.293
H (-3.190, 2.022, 3.813)  0.279
H (-2.567, 1.661, 2.193)  0.237
H (-2.564, -0.973, 5.423)  0.510
H (-3.622, -0.254, 0.889)  0.314
H (-4.150, -2.891, 0.302)  0.273
H (-1.362, -2.284, -0.129)  0.400
H (-2.523, -2.786, -1.162)  0.392
H (-2.588, -4.346, 1.774)  0.266
H (-1.516, -2.568, 4.780)  0.264
H (-1.925, -4.147, 4.071)  0.264
C (0.066, 2.326, -4.259)  -0.167
C (1.040, 1.453, -4.725)  -0.194
C (1.397, 0.346, -3.972)  -0.204
C (0.758, 0.138, -2.763)  0.070
C (-0.218, 0.992, -2.279)  -0.208
C (-0.562, 2.097, -3.040)  -0.213
N (1.131, -1.039, -1.966)  0.529
O (2.006, -1.762, -2.384)  -0.346
O (0.534, -1.231, -0.914)  -0.452
H (-0.206, 3.191, -4.850)  0.229
H (1.533, 1.636, -5.668)  0.248
H (2.157, -0.339, -4.318)  0.256
H (-0.692, 0.795, -1.330)  0.233
H (-1.318, 2.781, -2.681)  0.223
C (6.769, 2.630, -1.477)  -0.176
C (5.917, 1.594, -1.837)  -0.209
C (5.268, 1.620, -3.061)  -0.215
C (5.495, 2.693, -3.903)  0.084
C (6.336, 3.737, -3.567)  -0.209
C (6.976, 3.699, -2.338)  -0.204
N (4.819, 2.724, -5.213)  0.523
O (4.062, 1.806, -5.478)  -0.403
O (5.048, 3.659, -5.949)  -0.359
H (7.277, 2.602, -0.522)  0.224
H (5.759, 0.760, -1.165)  0.224
H (4.604, 0.823, -3.360)  0.244
H (6.486, 4.558, -4.253)  0.253
H (7.640, 4.504, -2.056)  0.227

Results
E_tot, eV: -137688.5413
Frontier orbital gap, eV: 6.65
HOMO level, eV: -11.5949
Charge: +1
Molecular weight, g mol⁻¹: 667.2



Record 2
The following is a DFT calculation (wB97M-V/def2-TZVPD) of C21H21Br2NO5 in the gas phase.

Last column: natural (NBO) charge in e.
Cartesian coordinates (Å):
C (4.890, 2.523, 2.557)  -0.636
C (3.501, 2.420, 2.013)  0.039
C (2.423, 2.129, 2.842)  -0.237
C (1.138, 2.042, 2.343)  -0.180
C (0.899, 2.245, 0.983)  -0.120
C (-0.420, 2.147, 0.354)  0.547
O (-0.622, 2.458, -0.801)  -0.546
C (-1.594, 1.594, 1.178)  -0.179
O (-1.459, 0.180, 1.328)  -0.521
C (-1.310, -0.324, 2.557)  0.815
O (-1.315, 0.334, 3.562)  -0.595
C (-1.138, -1.826, 2.517)  -0.515
C (0.045, -2.261, 1.644)  -0.218
N (-0.218, -2.112, 0.229)  -0.480
C (0.411, -1.171, -0.561)  0.735
O (1.235, -0.392, -0.165)  -0.577
C (-0.102, -1.343, -1.978)  -0.324
C (-1.026, -0.193, -2.429)  -0.265
C (-2.366, -0.583, -1.800)  -0.425
C (-2.386, -1.987, -2.413)  -0.231
C (-2.266, -1.636, -3.901)  -0.255
Br (-1.612, -3.108, -5.018)  -0.005
C (-1.315, -0.427, -3.913)  -0.228
Br (-2.184, 1.148, -4.705)  -0.001
C (-1.047, -2.549, -1.916)  -0.331
C (-1.103, -2.925, -0.449)  0.717
O (-1.780, -3.774, 0.068)  -0.576
C (1.983, 2.550, 0.151)  -0.129
C (3.259, 2.634, 0.658)  -0.231
H (4.943, 2.143, 3.574)  0.216
H (5.586, 1.966, 1.933)  0.222
H (5.210, 3.565, 2.562)  0.225
H (2.592, 1.967, 3.897)  0.212
H (0.336, 1.821, 3.029)  0.231
H (-1.661, 2.065, 2.163)  0.227
H (-2.516, 1.770, 0.615)  0.213
H (-0.977, -2.167, 3.540)  0.243
H (-2.050, -2.286, 2.132)  0.254
H (0.935, -1.666, 1.867)  0.241
H (0.248, -3.319, 1.838)  0.227
H (0.753, -1.457, -2.649)  0.249
H (-0.649, 0.800, -2.196)  0.283
H (-2.343, -0.593, -0.713)  0.232
H (-3.186, 0.049, -2.137)  0.234
H (-3.236, -2.624, -2.177)  0.247
H (-3.243, -1.389, -4.318)  0.250
H (-0.418, -0.587, -4.511)  0.240
H (-0.725, -3.420, -2.491)  0.265
H (1.793, 2.708, -0.899)  0.231
H (4.086, 2.863, 0.001)  0.211

Results
Structure (SMILES): Cc1ccc(C(=O)COC(=O)CCN2C(=O)[C@@H]3[C@@H]4C[C@@H]([C@H](Br)[C@H]4Br)[C@@H]3C2=O)cc1
E_tot, eV: -173932.7657
Frontier orbital gap, eV: 9.33
HOMO level, eV: -9.2574
Molecular weight, g mol⁻¹: 527.2